This record from the Open Molecules 2025 dataset describes a 2-piece molecular cluster, C6H11F overall. The level of theory is ωB97M-V with the def2-TZVPD basis set.

Element x y z (Å)
1 C -2.1594 -1.0259 -1.0665
2 C -1.5652 -0.2162 -0.1380
3 C 0.4731 2.6199 0.1912
4 C 1.7127 -2.7722 0.2940
5 C 0.3972 1.1866 0.7354
6 C -0.2773 0.2695 -0.2207
7 F 0.4743 -0.0600 -1.2944
8 H -3.1625 -1.3846 -0.9419
9 H -1.6303 -1.3218 -1.9527
10 H -2.1215 0.0788 0.7410
11 H 0.9336 3.2764 0.9263
12 H -0.5233 2.9932 -0.0340
13 H 1.0680 2.6469 -0.7191
14 H 1.2898 -3.1686 -0.6018
15 H 1.3858 -3.1357 1.2438
16 H 2.4366 -1.9898 0.2381
17 H -0.1467 1.1737 1.6818
18 H 1.4153 0.8299 0.9175

Cartesian forces (eV/Å) of the 6 atoms listed first:
-0.0034 -0.0641 -0.1517
0.2264 0.0566 -0.0035
0.0245 -0.1235 0.0944
-0.0212 -0.0053 0.0514
0.0463 0.0883 -0.2600
-0.0464 -0.0226 0.3491

Energy above the lowest of the compared OMol25 structures with the same formula, charge and spin   77.8 kcal per mole
HOMO (spin up / spin down)   -8.7 / -7.3 eV
Molar mass   102.2 g mol⁻¹
Max |F|   0.40 eV Å⁻¹
Total energy   -9114.0978 eV
LUMO (spin up / spin down)   0.078 / 0.238 eV
Orbital gap (spin up / spin down)   8.805 / 7.507 eV